Entry from OMol25: an isolated molecule of C6H7ClO (wB97M-V/def2-TZVPD).

The geometry in XYZ format:
```
15
Properties=species:S:1:pos:R:3
C 2.166 1.326 -0.130
C 1.481 -0.084 -0.103
Cl 2.422 -1.587 0.107
C 0.220 -0.297 -0.045
C -0.891 0.613 0.042
C -2.068 -0.006 0.138
C -1.738 -1.451 0.019
O -0.432 -1.520 -0.377
H 2.499 1.503 0.938
H 3.157 1.066 -0.683
H 1.402 2.060 -0.401
H -0.745 1.787 -0.009
H -3.104 0.543 0.488
H -1.950 -2.083 0.840
H -2.418 -1.870 -0.826
```

Calculated values
- Energy relative to the best compared isomer or geometry (same formula, charge and spin): 2.9354 eV
- Calculated total energy: -20902.598 eV
- Highest occupied orbital energy: -8.2672 eV
- Structure (SMILES): C/C(Cl)=C1\C=CCO1

Mulliken atomic charge list, values in e, 4 entries: number 1, C, carries -0.968; number 2, C, carries 0.796; number 3, Cl, carries -0.220; number 4, C, carries -0.012